ORCA calculation (ωB97M-V with the def2-TZVPD basis set) on a 2-piece molecular cluster, C10H16O overall.

```
27
C10H16O ωB97M-V with the def2-TZVPD basis set
C -2.467 0.383 1.768
C -1.544 0.770 0.624
C -1.204 -0.203 -0.305
C -0.375 0.076 -1.381
C 0.032 1.390 -1.580
O 0.800 1.774 -2.655
C -0.154 2.335 -0.588
C -0.924 2.008 0.524
H -1.842 -0.224 2.419
H -3.305 -0.142 1.310
H -2.875 1.218 2.336
H -1.564 -1.212 -0.166
H -0.315 -0.644 -2.186
H 1.019 0.999 -3.185
H 0.175 3.358 -0.667
H -0.939 2.682 1.373
C 0.488 -2.732 1.341
C 1.710 -2.567 0.422
C 2.852 -1.852 1.176
H 0.699 -3.604 1.967
H -0.406 -3.033 0.794
H 0.265 -1.835 1.917
H 2.031 -3.579 0.200
H 1.536 -2.011 -0.500
H 3.619 -1.614 0.448
H 2.491 -0.928 1.621
H 3.286 -2.506 1.930
```

Properties
LUMO level, eV: 0.9
HOMO-LUMO gap, eV: 9.239
ΔE to the lowest compared entry with this formula, charge and spin, kJ/mol: 102.3
E, eV: -12676.665
SMILES: Cc1ccc(O)cc1.CCC

---

ORCA calculation (ωB97M-V with the def2-TZVPD basis set) on a 11-piece molecular cluster, C56H145F3N18O12P6 overall.

```
240
C56H145F3N18O12P6 ωB97M-V with the def2-TZVPD basis set
C -3.742 1.235 2.599
N -4.223 0.044 3.218
C -3.266 -1.093 3.034
P -5.259 0.122 4.578
O -4.622 0.578 5.864
N -6.564 0.987 3.951
C -7.106 0.861 2.538
C -7.565 1.505 4.900
N -5.892 -1.472 4.702
C -6.337 -2.144 3.468
C -6.743 -1.733 5.864
H -3.537 1.031 1.548
H -2.812 1.609 3.027
H -4.520 1.994 2.686
H -3.132 -1.441 2.010
H -3.482 -1.955 3.666
H -2.310 -0.768 3.445
H -7.669 1.768 2.316
H -6.285 0.729 1.833
H -7.763 -0.001 2.423
H -7.093 1.782 5.842
H -8.132 2.368 4.549
H -8.321 0.753 5.123
H -7.424 -2.199 3.417
H -6.034 -1.621 2.561
H -5.971 -3.170 3.436
H -7.615 -1.084 5.780
H -6.094 -1.520 6.713
H -7.025 -2.786 5.853
C -1.610 -4.866 1.450
N -0.424 -5.259 2.303
C -0.383 -4.632 3.645
P 1.006 -5.755 1.479
O 1.874 -4.679 0.922
N 1.849 -6.756 2.594
C 1.176 -7.510 3.629
C 3.292 -7.037 2.480
N 0.586 -6.931 0.310
C 1.373 -7.101 -0.911
C -0.351 -8.052 0.538
H -2.499 -4.868 2.081
H -1.697 -5.479 0.553
H -1.433 -3.831 1.160
H -0.718 -3.594 3.637
H 0.663 -4.578 3.947
H -1.007 -5.278 4.262
H 1.584 -8.520 3.650
H 1.291 -7.169 4.658
H 0.115 -7.607 3.398
H 3.659 -7.828 3.134
H 3.573 -7.336 1.470
H 3.939 -6.199 2.738
H 0.657 -6.994 -1.726
H 2.200 -6.391 -0.920
H 1.639 -8.157 -0.942
H -1.076 -7.762 1.298
H 0.279 -8.892 0.829
H -1.005 -8.235 -0.316
C -2.786 6.114 0.486
N -1.624 5.449 0.035
C -1.505 5.181 -1.381
P -0.996 4.231 1.050
O -1.815 2.981 1.094
N 0.658 4.056 0.705
C 1.250 2.668 0.823
C 1.617 5.133 0.615
N -0.932 4.975 2.640
C -1.329 4.255 3.782
C -0.265 6.253 2.880
H -3.258 6.636 -0.346
H -2.526 6.669 1.387
H -3.468 5.339 0.836
H -2.322 4.562 -1.752
H -0.533 4.746 -1.612
H -1.484 6.135 -1.909
H 0.707 1.985 1.476
H 1.250 2.276 -0.194
H 2.293 2.675 1.141
H 2.166 5.200 1.554
H 2.320 5.014 -0.209
H 1.049 6.045 0.430
H -2.271 3.748 3.572
H -0.550 3.505 3.919
H -1.361 4.867 4.683
H 0.749 6.052 3.223
H -0.782 6.826 3.650
H -0.198 6.857 1.974
C 1.449 -3.904 -2.830
N 2.246 -4.136 -4.021
C 2.984 -5.427 -3.919
P 2.837 -2.806 -4.975
O 3.524 -3.223 -6.187
N 1.491 -1.739 -5.185
C 1.784 -0.344 -5.625
C 0.172 -2.090 -5.418
N 3.838 -2.011 -3.817
C 3.323 -1.207 -2.698
C 5.174 -2.507 -3.550
H 2.062 -3.757 -1.941
H 0.723 -4.710 -2.727
H 0.877 -2.982 -2.939
H 3.806 -5.404 -3.203
H 3.385 -5.619 -4.915
H 2.374 -6.284 -3.633
H 2.554 0.091 -4.988
H 2.382 -0.433 -6.531
H 0.873 0.251 -5.707
H -0.167 -1.683 -6.370
H 0.082 -3.174 -5.493
H -0.484 -1.788 -4.602
H 3.280 -1.871 -1.835
H 3.956 -0.354 -2.452
H 2.318 -0.811 -2.840
H 5.830 -2.341 -4.404
H 5.164 -3.595 -3.479
H 5.681 -2.052 -2.699
C 2.848 0.885 3.565
N 3.878 1.451 4.486
C 3.972 0.918 5.843
P 4.612 2.949 3.983
O 4.296 3.338 2.574
N 3.994 4.150 5.047
C 4.378 4.183 6.498
C 2.621 4.620 4.839
N 6.327 2.921 4.379
C 7.108 1.723 4.189
C 7.083 4.165 4.588
H 2.590 -0.134 3.856
H 3.332 0.831 2.591
H 2.011 1.575 3.460
H 5.007 0.900 6.184
H 3.532 -0.077 5.783
H 3.340 1.464 6.543
H 3.601 3.718 7.104
H 5.221 3.508 6.649
H 4.663 5.171 6.861
H 1.950 3.981 5.413
H 2.460 5.657 5.134
H 2.397 4.405 3.795
H 6.364 0.928 4.231
H 7.568 1.719 3.201
H 7.864 1.643 4.970
H 7.931 3.957 5.241
H 6.493 4.904 5.129
H 7.467 4.499 3.624
C -1.501 3.525 -6.076
N -1.083 4.593 -5.220
C 0.252 4.405 -4.640
P -1.739 6.204 -5.268
O -1.354 7.008 -4.094
N -1.180 6.862 -6.749
C -0.655 8.247 -6.855
C -1.395 6.303 -8.017
N -3.449 6.038 -5.443
C -4.219 5.241 -4.521
C -4.187 7.069 -6.215
H -0.749 2.750 -6.227
H -1.769 3.975 -7.032
H -2.429 3.085 -5.712
H 0.982 4.235 -5.431
H 0.271 3.500 -4.033
H 0.502 5.277 -4.035
H -0.037 8.338 -7.749
H -1.410 8.999 -7.084
H -0.215 8.656 -5.946
H -0.455 5.821 -8.291
H -2.273 5.663 -7.934
H -1.613 7.100 -8.728
H -3.618 4.533 -3.949
H -4.853 5.856 -3.882
H -4.951 4.668 -5.090
H -3.898 8.083 -5.942
H -5.270 6.983 -6.121
H -3.933 6.912 -7.264
C 0.367 -1.335 1.526
C 0.889 -1.679 0.124
O 0.513 -0.685 -0.844
C -0.715 -0.777 -1.525
O -1.529 -1.673 -1.336
C -0.948 0.442 -2.485
F -1.495 0.040 -3.661
F -1.791 1.305 -1.888
F 0.137 1.125 -2.742
H -0.701 -1.128 1.606
H 0.842 -0.431 1.908
H 0.711 -2.101 2.220
H 0.538 -2.652 -0.218
H 1.979 -1.662 0.129
C 3.101 -4.442 5.735
C 2.003 -3.656 6.444
C 2.182 -2.229 5.900
O 3.017 -2.331 4.781
C 3.205 -3.726 4.411
H 2.785 -5.459 5.501
H 4.040 -4.399 6.286
H 2.007 -3.731 7.531
H 1.069 -4.070 6.064
H 2.613 -1.641 6.710
H 1.211 -1.807 5.644
H 4.140 -3.845 3.865
H 2.417 -3.851 3.669
C 5.900 -1.239 1.964
C 6.678 -0.325 1.012
C 5.492 0.628 0.549
O 4.363 -0.262 0.505
C 4.652 -1.525 1.106
H 5.641 -0.748 2.902
H 6.415 -2.176 2.172
H 7.024 -0.984 0.215
H 7.523 0.182 1.479
H 5.642 1.198 -0.368
H 5.370 1.361 1.346
H 4.824 -2.197 0.266
H 3.773 -1.810 1.683
C -4.700 -0.644 -5.953
C -4.750 -0.426 -4.479
C -4.836 1.134 -4.359
O -4.711 1.561 -5.710
C -4.049 0.660 -6.482
H -5.683 -0.685 -6.423
H -4.160 -1.528 -6.291
H -3.818 -0.706 -3.987
H -5.645 -0.811 -3.991
H -4.101 1.541 -3.664
H -5.787 1.475 -3.952
H -2.964 0.747 -6.421
H -4.409 0.841 -7.495
C -2.378 -5.673 -4.043
C -2.091 -4.339 -3.397
C -3.032 -3.309 -4.060
O -3.750 -4.113 -4.961
C -3.061 -5.279 -5.319
H -3.125 -6.274 -3.523
H -1.493 -6.305 -4.118
H -1.075 -4.029 -3.639
H -2.125 -4.303 -2.308
H -2.494 -2.491 -4.539
H -3.824 -3.084 -3.345
H -2.339 -5.106 -6.117
H -3.746 -6.046 -5.679
```

Properties
LUMO level, eV: 0.4
HOMO-LUMO gap, eV: 7.948
E, eV: -175704.146
SMILES: CN(C)P(=O)(N(C)C)N(C)C.CN(C)P(=O)(N(C)C)N(C)C.CN(C)P(=O)(N(C)C)N(C)C.CN(C)P(=O)(N(C)C)N(C)C.CN(C)P(=O)(N(C)C)N(C)C.CN(C)P(=O)(N(C)C)N(C)C.CCOC(=O)C(F)(F)F.C1CCOC1.C1CCOC1.C1CCOC1.C1CCOC1

---

ORCA calculation (ωB97M-V with the def2-TZVPD basis set) on one molecule with the formula C5H10N2.

```
17
C5H10N2 ωB97M-V with the def2-TZVPD basis set
C -1.015 1.159 1.022
C 0.220 1.712 0.631
C -1.407 -0.148 0.332
C 2.052 0.177 0.520
C -0.497 -1.476 -1.458
N 1.131 1.087 -0.104
N -0.308 -0.818 -0.189
H -1.720 1.740 1.448
H 0.409 2.848 0.492
H -1.946 -0.758 1.107
H -2.321 -0.239 -0.283
H 2.696 0.659 1.308
H 1.450 -0.623 0.829
H 2.792 -0.128 -0.247
H -1.507 -1.361 -1.858
H 0.287 -1.265 -2.311
H -0.315 -2.566 -1.239
```

Properties
LUMO level (alpha / beta), eV: 0.0 / 0.0
HOMO-LUMO gap (alpha / beta), eV: 8.190 / 8.063
ΔE to the lowest compared entry with this formula, charge and spin, kJ/mol: 555.4
E, eV: -8321.577

---

ORCA calculation (ωB97M-V with the def2-TZVPD basis set) on C3H5O3Tb as an isolated structure.

```
12
C3H5O3Tb ωB97M-V with the def2-TZVPD basis set
C 0.647 -0.417 0.619
O 1.745 -0.659 1.078
O 0.059 0.770 0.586
O -0.138 -1.366 0.125
C -1.182 0.697 -0.126
C -1.381 -0.809 -0.327
H -1.068 1.243 -1.069
H -1.963 1.160 0.486
H -1.529 -1.088 -1.375
H -2.188 -1.224 0.288
Tb 4.007 -0.092 -0.418
H 2.991 1.785 0.133
```

Properties
Multiplicity: 7
⟨S²⟩: 12.6781
LUMO level (alpha / beta), eV: 0.2 / 0.3
HOMO-LUMO gap (alpha / beta), eV: 7.169 / 4.938
E, eV: -31764.057

---

ORCA calculation (ωB97M-V with the def2-TZVPD basis set) on C37H30FeN8O3S as an isolated structure.

```
80
C37H30FeN8O3S ωB97M-V with the def2-TZVPD basis set
Fe -0.099 0.647 -0.404
O -2.464 3.672 2.073
C -1.811 3.508 3.238
C -2.346 4.065 4.399
C -1.712 3.895 5.612
C -0.532 3.167 5.692
C 0.013 2.621 4.551
C -0.610 2.781 3.316
C -0.030 2.166 2.112
O -0.550 2.375 0.959
N 1.035 1.416 2.294
N 1.515 0.829 1.182
C 2.692 0.302 1.257
C 3.444 -0.206 0.156
C 4.759 -0.633 0.389
C 5.609 -0.976 -0.635
C 5.155 -0.896 -1.949
C 3.869 -0.504 -2.214
C 2.945 -0.166 -1.188
O 1.746 0.157 -1.487
H -1.890 3.233 1.389
H -3.260 4.631 4.320
H -2.138 4.330 6.503
H -0.040 3.027 6.642
H 0.931 2.058 4.585
H 3.199 0.329 2.224
H 5.116 -0.661 1.410
H 6.627 -1.269 -0.432
H 5.821 -1.135 -2.767
H 3.542 -0.405 -3.240
C -0.111 -2.866 2.644
C -1.388 -2.843 3.187
C -2.353 -2.076 2.564
C -2.009 -1.331 1.435
N -0.759 -1.310 0.955
C 0.150 -2.081 1.532
C -3.004 -0.503 0.742
C -4.368 -0.797 0.783
C -5.258 0.064 0.172
C -4.767 1.208 -0.440
C -3.398 1.405 -0.456
N -2.536 0.562 0.087
H 0.668 -3.465 3.087
H -1.626 -3.412 4.075
H -3.354 -2.032 2.962
H 1.132 -2.074 1.078
H -4.725 -1.692 1.269
H -6.317 -0.144 0.179
H -5.429 1.923 -0.897
H -2.969 2.283 -0.913
N -2.997 5.938 -5.019
C -2.505 5.124 -4.376
C -1.900 4.106 -3.616
C -0.910 4.390 -2.663
C -0.293 3.342 -2.015
N -0.596 2.055 -2.236
C -1.579 1.792 -3.105
C -2.246 2.762 -3.821
H -0.618 5.411 -2.464
H 0.496 3.523 -1.295
H -1.828 0.746 -3.234
H -3.009 2.498 -4.534
N 0.705 -0.789 -3.923
C 0.540 -1.717 -2.943
S -0.903 -1.757 -2.110
N 1.555 -2.600 -2.832
C 1.791 -3.696 -2.002
C 0.812 -4.343 -1.257
C 1.139 -5.464 -0.514
C 2.431 -5.958 -0.505
C 3.412 -5.310 -1.237
C 3.098 -4.189 -1.978
H 0.123 0.030 -3.830
H 1.648 -0.576 -4.219
H 2.386 -2.335 -3.351
H -0.198 -3.972 -1.274
H 0.368 -5.968 0.050
H 2.673 -6.847 0.060
H 4.424 -5.684 -1.242
H 3.872 -3.693 -2.545
```

Properties
Multiplicity: 5
⟨S²⟩: 6.0090
LUMO level (alpha / beta), eV: -0.9 / -0.9
HOMO-LUMO gap (alpha / beta), eV: 5.837 / 5.866
ΔE to the lowest compared entry with this formula, charge and spin, kJ/mol: 55.6
E, eV: -102143.708

---

ORCA calculation (ωB97M-V with the def2-TZVPD basis set) on C22H25IIrN9OPS3 as an isolated structure.

```
63
C22H25IIrN9OPS3 ωB97M-V with the def2-TZVPD basis set
Ir -0.277 0.196 -0.972
C 3.188 -3.066 1.853
N 2.083 -2.724 0.957
C 1.335 -3.618 0.246
C 0.427 -2.891 -0.465
N 0.612 -1.567 -0.189
C 1.624 -1.486 0.674
P 2.353 0.047 1.326
C 0.780 0.864 1.722
N -0.244 0.975 0.877
C -1.207 1.733 1.479
C -0.748 2.098 2.707
N 0.498 1.554 2.844
C 1.361 1.707 4.014
C 2.565 0.865 -0.280
N 1.678 0.837 -1.273
C 2.198 1.584 -2.291
C 3.418 2.053 -1.909
N 3.639 1.593 -0.642
C 4.801 1.911 0.186
H 3.290 -4.147 1.867
H 2.979 -2.716 2.861
H 4.116 -2.628 1.493
H 1.509 -4.679 0.297
H -0.327 -3.241 -1.142
H -2.140 1.974 1.003
H -1.194 2.709 3.472
H 0.749 2.032 4.849
H 2.130 2.452 3.822
H 1.822 0.755 4.263
H 1.671 1.734 -3.210
H 4.130 2.675 -2.423
H 5.506 2.473 -0.420
H 5.281 0.999 0.532
H 4.502 2.521 1.035
S -1.916 4.649 -0.588
C -0.761 3.514 -0.943
S 0.674 3.947 -0.212
S -1.040 2.175 -2.016
N 0.033 0.396 -5.405
C -0.454 -0.208 -4.321
O 0.171 -0.155 -3.250
C -1.781 -0.896 -4.553
I -2.186 -2.331 -3.073
H 0.915 0.880 -5.357
H -0.435 0.350 -6.294
H -1.775 -1.435 -5.497
H -2.572 -0.149 -4.572
N -4.444 -0.069 -0.321
C -3.335 0.226 -1.009
N -2.252 -0.257 -0.437
C -2.687 -0.928 0.715
C -2.002 -1.647 1.696
C -2.743 -2.193 2.723
C -4.137 -2.039 2.796
C -4.829 -1.343 1.830
C -4.076 -0.805 0.792
H -5.379 0.189 -0.594
H -3.346 0.797 -1.921
H -0.932 -1.779 1.657
H -2.241 -2.763 3.493
H -4.675 -2.478 3.624
H -5.903 -1.225 1.875
```

Properties
Multiplicity: 2
⟨S²⟩: 0.7568
LUMO level (alpha / beta), eV: -5.2 / -6.5
HOMO-LUMO gap (alpha / beta), eV: 7.804 / 6.703
Net charge: +2
ΔE to the lowest compared entry with this formula, charge and spin, kJ/mol: 65.0
E, eV: -91402.298

---

ORCA calculation (ωB97M-V with the def2-TZVPD basis set) on a 2-piece molecular cluster, C12H10ClNS overall.

```
25
C12H10ClNS ωB97M-V with the def2-TZVPD basis set
C -2.715 2.594 -0.197
C 3.328 -1.431 -0.108
C -2.011 1.823 -1.100
C -2.853 2.184 1.095
C 2.704 -0.263 0.241
C 2.550 -2.606 -0.195
C -1.617 0.567 -0.624
C -2.270 1.015 1.611
C 1.377 -0.099 0.550
C 1.303 -2.541 0.388
C -1.668 0.197 0.709
C 0.684 -1.309 0.672
N -1.756 -2.511 -0.869
S -0.951 -1.371 1.185
Cl -2.665 -3.775 -0.358
H -3.070 3.587 -0.303
H 4.294 -1.300 -0.596
H -1.669 2.010 -2.104
H -3.399 2.837 1.844
H 3.444 0.471 0.224
H 2.900 -3.622 -0.412
H -1.269 0.056 -1.503
H -2.262 0.707 2.604
H 1.018 0.941 0.699
H 0.637 -3.369 0.533
```

Properties
LUMO level (alpha / beta), eV: -0.5 / -0.5
HOMO-LUMO gap (alpha / beta), eV: 7.346 / 7.395
E, eV: -37448.524

---

| no. | maximum force (eV/Å) |
| --- | --- |
| 1 | 1.24 |
| 2 | 3.82 |
| 3 | 5.29 |
| 4 | 1.08 |
| 5 | 1.92 |
| 6 | 1.40 |
| 7 | 3.26 |